Entry 1:
Molecular formula: C10H30BrO5
Method: DFT, ωB97M-V/def2-TZVPD

```
! RIJCOSX wB97M-V def2-TZVPD def2/J DEFGRID3
* xyz -1 1
Br -0.96887 0.60516 0.05968
C 2.62584 0.66384 1.95841
C 1.91338 1.56030 2.96211
O 0.52574 1.30604 2.99194
H 3.70040 0.87547 1.93813
H 2.23247 0.88542 0.96500
H 2.48446 -0.38761 2.19939
H 2.07838 2.62331 2.74008
H 2.29649 1.39729 3.97449
H 0.21355 1.11499 2.09044
C 2.28069 4.12168 -0.02601
C 0.80468 4.29442 -0.35987
O -0.03662 3.84579 0.67467
H 2.93777 4.57577 -0.77493
H 2.56306 3.07434 0.08915
H 2.53202 4.62834 0.91175
H 0.59765 3.79061 -1.30983
H 0.62349 5.36363 -0.51195
H -0.22817 2.90891 0.50230
C -0.30876 -4.71080 -0.61611
C -0.82233 -3.35369 -0.17918
O -0.93912 -2.51108 -1.31244
H -1.09089 -5.27294 -1.13014
H -0.06853 -5.28454 0.28370
H 0.56183 -4.60755 -1.25984
H -0.13281 -2.89106 0.53504
H -1.79844 -3.47937 0.30375
H -0.95856 -1.58649 -1.02423
C -3.92917 -1.80296 1.58953
C -3.17012 -1.51603 2.87795
O -2.71691 -0.17946 2.96680
H -4.09196 -2.88529 1.51201
H -3.37536 -1.46038 0.71476
H -4.92275 -1.35074 1.53720
H -2.30410 -2.18964 2.91196
H -3.81741 -1.68103 3.73859
H -2.25986 0.03726 2.13874
C 0.62590 -0.07309 -5.03955
C 1.09472 -0.30882 -3.61783
O 0.85143 0.83791 -2.80471
H -0.46411 0.02161 -5.06738
H 0.90169 -0.90936 -5.68663
H 1.02924 0.85070 -5.45369
H 2.18525 -0.41013 -3.62028
H 0.61966 -1.18794 -3.18250
H 0.12508 0.65722 -2.19050
*
```

Results
frontier orbital gap	9.093	eV
energy	-3349.30306	Eh
energy relative to the best compared isomer or geometry (same formula, charge and spin)	0.242	eV
M	310.25	g mol⁻¹
lowest unoccupied orbital energy	0.1186	Eh

***

Entry 2:
Molecular formula: C31H55NiO6Si
Method: DFT, ωB97M-V/def2-TZVPD

```
! RIJCOSX wB97M-V def2-TZVPD def2/J DEFGRID3
* xyz -1 3
O 2.39513 -0.82690 -1.16319
C 2.27855 -2.27722 -1.26949
C 3.71651 -2.38601 -1.75757
H 1.50353 -2.54342 -1.98105
H 2.04460 -2.72443 -0.30899
C 3.73643 -0.85050 -1.81017
H 3.86015 -2.88419 -2.71200
H 4.40296 -2.80185 -1.02491
C 3.64754 -0.29457 -3.21083
H 2.75423 -0.65778 -3.71379
H 4.51604 -0.61299 -3.78709
H 3.62303 0.79129 -3.21277
C 4.77705 -0.16184 -0.97053
H 4.90647 -0.65459 -0.01146
H 4.50362 0.87422 -0.78600
H 5.73399 -0.17328 -1.49134
Ni 1.12783 0.52027 0.08007
C 1.40832 1.30177 2.28452
C 0.44888 0.26998 2.31852
C 1.11347 -0.93779 2.00859
H -0.60058 0.37423 2.53294
C 2.46189 -0.64504 1.76852
C 2.65197 0.74315 1.91194
H 3.57765 1.27838 1.78351
H 1.22154 2.33796 2.50123
H 0.64355 -1.89849 1.90862
H 3.21219 -1.35586 1.46913
C -0.01042 2.63196 -0.12652
C 1.38175 2.87477 -0.19574
C 1.88078 2.24333 -1.34669
H 1.96565 3.43645 0.51202
C 0.79150 1.60880 -1.99282
C -0.37117 1.86754 -1.24431
H -1.34694 1.46697 -1.44690
H -0.67379 2.95469 0.65816
H 2.90245 2.27068 -1.68139
H 0.84074 0.98890 -2.86986
O 3.67739 -5.17190 -4.32107
C 5.09255 -5.04059 -4.49783
C 5.52254 -6.19352 -5.39079
H 5.58748 -5.09467 -3.52163
H 5.30237 -4.06111 -4.92885
C 4.52112 -7.27414 -5.00203
H 6.55886 -6.48517 -5.23120
H 5.40404 -5.92737 -6.44158
C 3.25569 -6.45851 -4.78843
H 4.82588 -7.75642 -4.07270
H 4.40052 -8.04629 -5.75925
H 2.58169 -6.89569 -4.05092
H 2.70152 -6.34062 -5.72635
C -5.31761 1.83712 -1.11316
C -3.99561 2.46424 -0.65790
C -3.31502 3.16493 -1.85057
C -4.30205 3.52923 0.39508
O -3.23400 1.54008 -0.17824
Si -2.29403 0.90406 0.98638
O -0.76210 0.24725 0.34533
O -2.06754 2.11930 2.15912
C -1.90161 3.03888 3.10228
C -1.06579 4.26810 2.62365
C -3.23928 3.65626 3.59398
C -1.17102 2.47523 4.35346
O -3.11837 -0.27654 1.71294
C -3.66733 -0.79332 2.75537
C -2.61871 -1.58875 3.55581
C -4.27518 0.28513 3.65972
C -4.80651 -1.71739 2.31676
H -5.99124 2.61835 -1.53214
H -5.83272 1.35533 -0.25442
H -5.13395 1.07343 -1.89676
H -3.97319 3.95659 -2.27086
H -2.37409 3.66297 -1.53109
H -3.08720 2.44121 -2.66040
H -4.80124 3.06682 1.27203
H -3.35935 4.02549 0.69124
H -4.97130 4.31974 -0.01019
H -1.52907 4.76961 1.74910
H -0.98469 5.03590 3.42351
H -0.02098 4.02877 2.37221
H -3.95575 2.93631 4.00699
H -3.03839 4.38658 4.41044
H -3.74674 4.25348 2.82243
H -1.70429 1.65370 4.85404
H -0.15887 2.11677 4.14180
H -1.03914 3.27668 5.11487
H -1.80802 -0.92087 3.91919
H -3.08038 -2.05630 4.45334
H -2.16601 -2.38331 2.92897
H -4.99553 0.92597 3.10718
H -4.78849 -0.15813 4.54055
H -3.47116 0.89760 4.06064
H -5.57491 -1.13772 1.76052
H -4.42458 -2.52960 1.66825
H -5.29569 -2.17177 3.20884
*
```

Results
frontier orbital gap (alpha / beta)	4.925 / 4.736	eV
energy	-3463.43410	Eh
<S²>	2.0085
energy relative to the best compared isomer or geometry (same formula, charge and spin)	4.113	eV
M	610.55	g mol⁻¹
lowest unoccupied orbital energy (alpha / beta)	0.0816 / 0.0816	Eh